A single C3H3BrCl2 molecule. Source: OMol25; level of theory: ωB97M-V/def2-TZVPD.

Summary:
2S+1 ... 1
LUMO energy (alpha / beta) ... -0.12 / -0.15 eV
E_HOMO (alpha / beta) ... -8.139 / -8.353 eV
Energy above the lowest of the compared OMol25 structures with the same formula, charge and spin ... 228.20 kJ/mol
Gap between HOMO and LUMO (alpha / beta) ... 8.02 / 8.20 eV
Calculated total energy ... -3610.38505 Ha

Last column: Mulliken charge in e.
Element x y z (Å)
C (0.075, 0.134, -0.430)  -0.417
C (-0.053, 0.721, 0.998)  -0.319
C (1.536, 0.460, -0.524)  0.077
Cl (-0.378, 2.414, 0.856)  -0.128
Cl (2.005, 2.046, -0.820)  -0.092
Br (2.882, -0.617, 0.365)  -0.089
H (-0.181, -0.965, -0.583)  0.230
H (-0.487, 0.666, -1.076)  0.366
H (0.611, 0.434, 1.787)  0.373

=====

A single C8H6BrNO3 molecule. Source: OMol25; level of theory: ωB97M-V/def2-TZVPD.

Summary:
2S+1 ... 1
SMILES ... O=C[C@@](Br)(c1ccccc1)[N+](=O)[O-]
LUMO energy ... -0.27 eV
E_HOMO ... -9.863 eV
Energy above the lowest of the compared OMol25 structures with the same formula, charge and spin ... 162.90 kJ/mol
Gap between HOMO and LUMO ... 9.60 eV
Calculated total energy ... -3162.77149 Ha

Last column: Mulliken charge in e.
Element x y z (Å)
O (-1.100, -2.522, -1.346)  -0.435
C (-0.102, -2.355, -0.684)  -0.123
C (0.194, -1.444, 0.434)  0.266
Br (1.835, -1.956, 1.344)  0.000
C (0.178, 0.022, 0.029)  0.344
C (-0.247, 0.971, 0.932)  -0.186
C (-0.261, 2.314, 0.564)  -0.674
C (0.104, 2.683, -0.712)  -0.241
C (0.562, 1.680, -1.640)  -0.642
C (0.698, 0.355, -1.192)  -0.111
N (-1.056, -1.836, 1.439)  0.863
O (-2.185, -1.633, 1.059)  -0.516
O (-0.677, -2.238, 2.461)  -0.530
H (0.716, -3.050, -0.630)  0.408
H (-0.466, 0.641, 1.986)  0.285
H (-0.447, 3.012, 1.313)  0.433
H (0.189, 3.815, -0.965)  0.259
H (0.834, 2.065, -2.685)  0.290
H (1.234, -0.525, -1.705)  0.312

=====

2 unconnected molecules or ions with the total composition C40H40N3O3. Source: OMol25; level of theory: ωB97M-V/def2-TZVPD.

Summary:
2S+1 ... 1
LUMO energy ... -4.32 eV
E_HOMO ... -9.295 eV
Energy above the lowest of the compared OMol25 structures with the same formula, charge and spin ... 17.71 kJ/mol
Charge ... +1
Gap between HOMO and LUMO ... 4.98 eV
Calculated total energy ... -1937.98818 Ha

Last column: Mulliken charge in e.
Element x y z (Å)
C (1.139, -0.595, -5.252)  -0.421
C (0.060, -1.192, -4.581)  -0.640
C (0.269, -1.850, -3.369)  -0.244
C (1.553, -1.923, -2.803)  0.235
C (1.699, -2.607, -1.462)  1.311
C (2.985, -2.775, -0.906)  -0.990
N (3.240, -3.439, 0.281)  0.341
C (2.268, -4.119, 0.971)  -0.595
C (2.541, -4.821, 2.141)  0.595
C (3.875, -4.799, 2.673)  0.868
C (4.163, -5.537, 3.836)  -0.765
C (3.168, -6.266, 4.479)  -0.510
C (1.846, -6.268, 3.974)  -0.558
C (1.532, -5.556, 2.826)  -0.670
C (4.830, -4.016, 1.978)  -0.923
C (4.520, -3.367, 0.820)  -0.385
O (0.637, -2.964, -0.883)  -0.819
C (2.625, -1.327, -3.483)  -0.194
C (2.423, -0.664, -4.697)  -0.813
H (0.978, -0.080, -6.198)  0.401
H (-0.949, -1.154, -4.994)  0.451
H (-0.570, -2.319, -2.853)  0.509
H (3.877, -2.405, -1.401)  0.065
H (1.282, -4.095, 0.533)  0.669
H (5.191, -5.517, 4.206)  0.394
H (3.405, -6.839, 5.376)  0.395
H (1.072, -6.840, 4.488)  0.396
H (0.525, -5.536, 2.400)  0.444
H (5.847, -3.937, 2.362)  0.449
H (5.224, -2.773, 0.240)  0.356
H (3.621, -1.382, -3.053)  0.279
H (3.272, -0.203, -5.202)  0.376
C (5.046, 2.606, 5.215)  -0.859
O (4.847, 1.245, 4.757)  -0.430
C (3.770, 1.028, 3.960)  1.071
C (3.579, -0.278, 3.431)  -0.764
C (2.510, -0.527, 2.601)  0.144
C (1.566, 0.487, 2.250)  0.419
C (0.454, 0.235, 1.381)  -0.524
C (-0.456, 1.223, 0.995)  0.128
C (-1.588, 1.038, 0.210)  0.482
N (-2.440, 2.013, -0.177)  0.574
C (-3.603, 1.687, -1.004)  0.106
C (-3.226, 1.038, -2.338)  -0.633
C (-4.424, 0.828, -3.240)  0.328
C (-4.541, 1.556, -4.428)  -0.402
C (-5.672, 1.409, -5.230)  -0.639
C (-6.688, 0.525, -4.843)  -0.404
C (-6.567, -0.211, -3.656)  -0.766
C (-5.432, -0.059, -2.855)  -0.142
C (-4.279, 3.050, -1.179)  0.257
O (-5.315, 3.294, -1.790)  -0.680
N (-3.517, 3.972, -0.524)  0.277
C (-3.911, 5.363, -0.515)  -0.968
C (-2.343, 3.445, 0.168)  0.052
C (-2.486, 3.693, 1.674)  -1.499
C (-1.081, 4.102, -0.407)  -1.524
C (1.780, 1.776, 2.809)  -0.728
C (2.851, 2.053, 3.633)  -0.818
H (5.950, 2.559, 5.819)  0.256
H (5.185, 3.292, 4.365)  0.368
H (4.196, 2.949, 5.823)  0.349
H (4.297, -1.053, 3.697)  0.513
H (2.368, -1.525, 2.188)  0.268
H (0.320, -0.784, 1.010)  0.430
H (-0.269, 2.241, 1.332)  -0.836
H (-1.850, 0.033, -0.138)  0.579
H (-4.299, 1.027, -0.445)  0.351
H (-2.489, 1.691, -2.834)  0.425
H (-2.733, 0.079, -2.118)  0.362
H (-3.745, 2.258, -4.688)  0.348
H (-5.756, 1.995, -6.147)  0.375
H (-7.576, 0.412, -5.466)  0.389
H (-7.353, -0.901, -3.344)  0.384
H (-5.318, -0.611, -1.918)  0.352
H (-4.810, 5.469, -1.130)  0.384
H (-4.138, 5.706, 0.502)  0.305
H (-3.120, 6.000, -0.930)  0.315
H (-3.445, 3.280, 2.016)  0.376
H (-1.680, 3.216, 2.236)  0.349
H (-2.466, 4.773, 1.872)  0.471
H (-1.058, 3.957, -1.497)  0.332
H (-1.099, 5.178, -0.189)  0.467
H (-0.174, 3.670, 0.020)  0.397
H (1.097, 2.597, 2.596)  0.243
H (2.983, 3.065, 4.022)  0.383

=====

A gas-phase ion, C5H15NP (charge +1). Source: OMol25; level of theory: ωB97M-V/def2-TZVPD.

Summary:
2S+1 ... 1
SMILES ... CP[C@@H]([NH3+])C(C)C
LUMO energy ... -3.67 eV
E_HOMO ... -13.007 eV
Energy above the lowest of the compared OMol25 structures with the same formula, charge and spin ... 103.66 kJ/mol
Charge ... +1
Gap between HOMO and LUMO ... 9.34 eV
Calculated total energy ... -595.30364 Ha

Last column: Mulliken charge in e.
Element x y z (Å)
C (2.023, -0.715, 1.732)  -1.002
P (2.022, -0.557, -0.177)  0.012
C (0.413, 0.506, -0.331)  -0.701
N (0.285, 0.821, -1.836)  -0.244
C (-0.859, -0.056, 0.348)  0.569
C (-1.218, -1.428, -0.189)  -1.287
C (-1.963, 0.878, 0.091)  -1.600
H (1.343, -1.372, 2.150)  0.312
H (2.012, 0.392, 1.930)  0.305
H (2.856, -1.201, 2.170)  0.398
H (3.001, 0.483, -0.050)  0.105
H (0.839, 1.358, 0.208)  0.476
H (1.249, 0.873, -2.244)  0.415
H (-0.121, 1.816, -2.026)  0.409
H (-0.288, 0.067, -2.310)  0.345
H (-0.656, -0.082, 1.464)  0.295
H (-1.574, -1.315, -1.225)  0.340
H (-0.242, -2.098, -0.093)  0.285
H (-2.012, -1.890, 0.357)  0.442
H (-2.487, 0.776, -0.893)  0.342
H (-1.793, 1.993, 0.201)  0.359
H (-2.829, 0.752, 0.722)  0.425

=====

A molecular structure, C3H3BiO3. Source: OMol25; level of theory: ωB97M-V/def2-TZVPD.

Summary:
2S+1 ... 2
LUMO energy (alpha / beta) ... -6.66 / -6.68 eV
E_HOMO (alpha / beta) ... -13.157 / -13.068 eV
Energy above the lowest of the compared OMol25 structures with the same formula, charge and spin ... 844.20 kJ/mol
Charge ... +1
Gap between HOMO and LUMO (alpha / beta) ... 6.49 / 6.39 eV
Calculated total energy ... -555.76926 Ha

Last column: Löwdin spin population.
Element x y z (Å)
H (-2.278, -2.327, 0.147)  0.007
O (-1.229, 0.769, 1.455)  0.052
C (-0.171, 1.452, 1.211)  0.064
C (0.649, 1.233, 0.098)  0.584
O (0.007, 0.289, -0.812)  0.026
C (1.318, -0.062, -1.012)  0.249
O (1.281, -1.178, -1.701)  0.075
Bi (-1.589, -0.730, 0.187)  -0.063
H (0.036, 2.336, 1.830)  0.002
H (1.974, -1.781, -1.403)  0.003

=====

A gas-phase ion, C3H7NO2 (charge +1). Source: OMol25; level of theory: ωB97M-V/def2-TZVPD.

Summary:
2S+1 ... 2
LUMO energy (alpha / beta) ... -3.63 / -9.19 eV
E_HOMO (alpha / beta) ... -15.386 / -15.352 eV
Energy above the lowest of the compared OMol25 structures with the same formula, charge and spin ... 140.52 kJ/mol
Charge ... +1
Gap between HOMO and LUMO (alpha / beta) ... 11.76 / 6.16 eV
Calculated total energy ... -323.37772 Ha

Last column: Löwdin spin population.
Element x y z (Å)
C (-0.921, -1.803, 0.276)  0.053
N (0.107, -0.737, 0.649)  0.690
C (-0.100, 0.352, -0.173)  0.101
C (1.087, 1.344, -0.313)  0.015
O (0.615, 2.600, -0.607)  0.003
O (2.314, 1.070, -0.167)  0.012
H (-0.959, -2.505, 1.127)  -0.001
H (-1.958, -1.380, 0.049)  0.028
H (-0.386, -2.269, -0.536)  0.018
H (0.000, -0.691, 1.620)  0.024
H (-0.245, 0.040, -1.199)  0.006
H (-1.019, 0.906, 0.066)  0.052
H (1.464, 3.073, -0.790)  0.000